Computed, not measured: a structure of composition C41H65GeI2N11O2PReS, with the ωB97M-V functional and the def2-TZVPD basis.

The geometry in XYZ format:
```
125
Properties=species:S:1:pos:R:3:forces:R:3
I 5.4539 -6.6545 -0.1047 -0.4475 0.2768 0.0835
H 4.7662 4.2712 -3.4157 -0.0010 0.0805 -0.0648
H 4.1687 0.7565 -1.4078 -0.0171 0.0750 0.1610
C -0.7165 4.3642 -1.5584 0.0237 -0.1037 -0.1227
H 0.3771 -0.4507 -7.1530 0.0479 0.0319 -0.0241
C 2.5616 -6.1161 0.7308 0.2375 -0.0766 -0.0326
H -1.9228 1.5448 -5.0091 0.1081 0.0467 -0.0679
H 1.6746 -1.9042 -1.1537 0.1540 0.1180 0.1172
H -1.3002 2.3144 -1.2168 -0.0373 -0.0224 0.0779
C 3.6353 1.6974 -1.5776 0.1223 -0.2620 0.5017
I -0.2830 -6.2618 1.7674 0.3687 0.0342 -0.1285
C 1.5797 1.5501 4.2125 -0.4809 0.0771 -0.4136
H -4.3828 -3.0459 5.3770 0.0242 0.0256 -0.0219
C 3.2273 -0.9552 1.6731 -0.0724 -0.0877 0.3632
H -1.6270 -0.9731 4.2652 -0.0252 -0.0103 -0.1012
H -1.5599 4.6457 -0.9340 -0.0380 0.1076 0.0706
C 3.6964 -1.4249 4.0932 -0.2157 -0.0487 0.0508
H 0.0257 -2.1791 4.5915 0.0283 -0.0006 -0.0268
H 4.6883 3.4605 -0.8301 0.0599 0.0038 0.0522
N -3.3326 -3.6472 3.6725 0.0137 -0.3464 0.1547
H 3.9544 -1.7690 6.2007 0.1035 0.0171 0.0181
H 2.3488 0.8525 -5.5071 -0.0404 0.0009 0.0413
H -3.5371 0.8698 -5.2517 0.0278 0.0007 -0.0581
H 5.6005 2.5065 -2.0014 0.0485 0.0106 0.0079
H -4.7453 2.4824 -2.7500 -0.0206 0.0263 -0.1441
C 1.3676 -3.9674 0.6668 1.8265 -1.2210 -0.2903
H 1.7175 3.3443 1.2755 0.1267 -0.0850 -0.1184
H 4.2829 2.0554 -4.3157 -0.1329 0.1029 -0.0885
C -2.5002 -0.9661 3.6075 0.2118 0.3033 0.0457
H 4.5523 -3.7148 -0.5637 0.0282 0.0425 -0.0359
H -4.3534 -4.2061 1.9422 -0.0479 0.0240 0.0436
C 3.2666 -1.7386 5.3694 -0.0646 -0.0016 -0.2146
C 0.8925 3.6233 1.9251 -0.2422 -0.5151 0.2012
H -4.8183 1.5955 0.8953 0.0414 -0.0006 0.0761
H -0.8064 -1.3094 -5.2469 -0.0916 -0.0817 0.0322
C 0.2566 -1.5584 -5.2681 0.2384 0.0505 -0.0097
H -1.7048 2.0640 4.7400 -0.0482 -0.1424 0.0776
H -0.2867 3.1790 -4.6408 0.0734 0.0854 -0.0774
P 1.2469 1.1998 -2.7055 0.3465 0.4889 -1.1137
N -2.1994 0.3368 -2.7402 -0.3787 -0.0581 0.7500
H -1.2825 -3.3575 3.5790 0.0183 0.0193 -0.1593
H -5.3449 2.8028 -0.3053 -0.1168 0.0834 0.0383
C -1.3662 2.7754 3.9929 0.4290 -0.3183 -0.3776
N -3.6709 -1.3642 4.3553 -0.0235 0.2066 0.3237
C -3.5054 -2.7445 4.8011 0.0234 -0.0848 0.1536
H -6.0424 1.1791 -0.2992 -0.0840 0.0024 -0.0191
H 0.2973 2.6695 -0.5930 -0.0661 0.0446 0.0066
C 1.9214 -2.0141 5.5641 -0.0307 0.0017 -0.1256
C 2.4812 -2.0005 -0.4185 -0.0212 -0.3432 -0.4291
N 1.4856 -1.6480 3.2484 -1.0149 0.4959 -1.2983
H 1.7647 2.3945 4.8727 -0.0398 0.1425 0.0022
N 0.8420 0.3270 -4.0888 -0.0870 0.1338 0.4493
C -4.4937 -3.5407 2.7980 -0.0728 -0.1505 -0.0045
H -3.3432 -2.4573 0.7453 0.0809 0.1288 0.0614
N 2.8810 1.6052 -2.8311 -1.0607 -0.1638 0.0628
H 2.5600 -7.1685 0.9653 -0.0248 -0.0888 0.0490
H -5.7198 -1.6077 4.0298 0.0039 0.0428 -0.0119
H 2.7218 2.8855 -4.5064 0.0585 0.0188 -0.0551
C 4.0231 3.6645 -2.9056 -0.0182 -0.1135 -0.0782
H 1.9076 -1.1197 -6.5990 -0.0065 0.0099 0.0059
C -0.3877 2.8856 -1.4122 -0.0662 -0.0234 0.4962
H -3.3705 2.5818 -4.8640 0.0394 0.0471 -0.0534
H 2.5113 1.3127 3.7096 0.1490 -0.0265 -0.1090
H 0.1325 4.1181 1.3282 -0.1354 0.0474 -0.0927
H 3.6002 0.0717 1.7670 -0.0196 -0.0814 -0.1604
H -2.0125 4.1234 -3.2577 -0.0935 -0.0415 -0.0811
C 2.5368 -3.4167 0.0670 -0.5582 0.2097 0.3046
C -2.1562 -3.2503 2.9323 0.1364 -0.3536 -0.0153
H 2.9480 1.8625 -0.7428 0.1068 -0.0300 0.0376
H -2.0340 -3.9056 2.0669 0.1059 0.1341 0.1004
C 0.9792 -0.6546 -6.2692 -0.1776 -0.0349 0.0081
H -3.5760 -0.7606 1.2295 0.0910 -0.2576 0.0799
H -1.0276 3.6690 4.5104 0.0963 0.1042 0.0477
C 0.0373 3.5695 -3.6736 0.0276 0.0821 -0.3868
Re -0.1034 -1.2643 1.2547 0.1108 0.9954 2.3585
C 1.4381 -5.3527 0.9551 -0.7477 0.3771 0.2037
O 0.3223 -3.2729 0.9268 -1.4206 0.9775 0.1266
H -2.6346 0.0510 3.2275 0.0608 -0.0776 0.0235
C -5.1297 1.7521 -0.1323 0.0106 0.0905 0.0466
H 0.3584 -2.6179 -5.4815 0.0404 -0.0845 -0.0135
C -4.8317 -1.3010 3.4743 -0.0528 0.0773 0.0129
H 1.2948 0.7046 4.8295 -0.0619 -0.1285 0.0685
H 0.1396 4.9818 -1.2878 0.0645 0.0320 0.0444
H 0.7294 1.4875 -5.8381 0.0995 0.0098 -0.0547
H 4.0713 -1.5996 1.3935 -0.0996 0.1819 0.0006
Ge 0.1499 2.0480 2.9114 0.1792 0.1866 0.3011
N -4.6612 -2.1728 2.3220 -0.3862 -0.0373 -0.1804
C -4.0827 1.2755 -1.0723 0.0975 0.1794 -0.7799
H 3.2159 4.3103 -2.5563 -0.0705 0.0628 -0.0205
N 0.1757 2.4892 -2.7066 0.5708 -0.3235 0.1517
N -2.2547 -1.8555 2.4480 1.1363 0.1555 -0.9813
C 1.0781 -1.9659 4.4718 -0.1570 -0.1539 0.5347
C -0.4911 0.6264 1.6615 0.6835 -0.8837 -0.0724
C 2.7684 -1.3743 3.0526 0.3279 -0.0450 -0.0750
H 1.5322 -2.2467 6.5424 -0.0552 -0.0763 0.0468
C -2.3132 -0.1382 -1.4459 0.2049 -0.0874 -0.5068
H 0.3397 -1.4589 -3.0741 0.1059 0.0072 -0.0299
C 3.6952 -5.5167 0.2089 0.4556 -0.2295 -0.1184
C -3.4726 -1.7842 1.5969 -0.0756 0.1393 -0.2759
H 4.7338 -1.1967 3.9036 0.1068 0.0100 -0.0807
H 1.2666 4.3391 2.6525 0.0261 0.0513 0.1361
C 3.6758 -4.1731 -0.1246 0.1339 -0.2604 -0.0371
C -3.0658 1.2487 -3.2371 -0.1793 0.0164 0.0971
H -2.6248 -2.8117 5.4468 -0.0468 0.0164 0.0039
C 3.4590 2.5466 -3.7800 0.1688 0.2353 -0.2794
C -2.9570 1.5949 -4.6775 0.0261 -0.0466 -0.0287
H -2.2108 3.0519 3.3687 -0.1174 0.0027 -0.1332
H -1.3930 0.0456 -3.2892 0.0325 0.0167 -0.0299
C 1.2798 0.6232 -5.4587 0.0399 0.4541 -0.2364
H 1.9240 -1.4992 -3.8813 0.0423 -0.0525 -0.0126
O 1.0307 0.4154 -1.4819 0.1191 -0.0729 0.3279
H 2.0896 -0.1258 0.1665 -0.0580 -0.1408 0.0475
H -1.2830 1.1367 1.0880 -0.0484 -0.1577 -0.1240
C -1.0083 4.4927 -3.0513 0.0983 0.0460 0.1084
H -5.3849 -3.8473 3.3484 -0.0042 -0.0001 -0.0352
H -0.9344 5.5158 -3.4148 -0.0148 -0.0240 -0.0705
H 0.9753 4.1162 -3.8173 0.0036 0.0223 -0.0417
S -1.3491 -1.4482 -1.0066 0.9217 -0.3761 0.5311
H 3.4243 -1.7443 -0.9213 -0.0575 -0.0225 0.0787
N -3.2418 0.3620 -0.6413 -0.0127 0.3390 0.3852
C 0.8927 -1.1325 -3.9545 -0.2127 -0.4332 0.1057
C 4.6082 2.8724 -1.7408 -0.0752 -0.0082 -0.0581
C -4.0341 1.7487 -2.4073 0.1143 -0.2069 0.4086
N 2.1893 -1.0243 0.6439 -1.4945 0.4356 -0.4074
H -4.9586 -0.2705 3.1350 -0.0407 0.0012 -0.0070
```
Positions in Å, forces in eV/Å.

**Frontier orbital gap (alpha / beta)**: 6.51 / 6.80 eV
**HOMO level (alpha / beta)**: -0.337 / -0.347 Eh
**⟨S²⟩**: 0.862
**Multiplicity**: 2
**Net charge**: +1